# 1
{
  "formula": "C4H6OS",
  "method": "ωB97M-V/def2-TZVPD",
  "elements": ["H", "C", "S", "C", "H", "H", "C", "O", "C", "H", "H", "H"],
  "xyz": [[1.90756, 1.55236, 0.44759], [-2.12672, -0.03416, 0.40578], [3.28258, -0.59443, -0.14291], [0.48110, 0.20894, -0.43139], [2.58415, -1.31433, 0.89811], [-2.40578, 0.89238, 0.95060], [-0.60999, 0.12000, 0.19009], [-2.76117, -0.53142, -0.81343], [1.88657, 0.76854, -0.41649], [-2.30149, -1.52875, -0.90364], [2.47239, 1.34214, -1.38664], [-2.40919, -0.88126, 1.20233]],
  "multiplicity": 1,
  "lumo_ev": 0.503,
  "homo_energy_ev": -9.2828,
  "homo_lumo_gap_ha": 0.35961,
  "smiles": "OCC#CCS"
}

***

# 2
{
  "formula": "C21H29AuBrN5O2P2S",
  "method": "ωB97M-V/def2-TZVPD",
  "elements": ["C", "H", "O", "N", "H", "H", "C", "H", "H", "H", "C", "S", "C", "H", "Au", "C", "C", "C", "P", "C", "O", "H", "H", "H", "H", "P", "H", "C", "H", "C", "H", "H", "N", "C", "Br", "C", "H", "H", "H", "H", "H", "H", "H", "N", "C", "C", "C", "H", "C", "C", "C", "N", "N", "H", "C", "H", "C", "H", "C", "H", "H", "H"],
  "xyz": [[1.29141, 3.32014, -1.41158], [0.29304, -0.20851, -3.41316], [1.98116, -0.00596, -0.63946], [0.42953, -0.32804, 3.38101], [3.41345, -6.22922, 1.70625], [-4.20644, 1.28036, -3.91899], [-0.22931, 0.17422, 2.39066], [-2.43189, 1.07636, -4.11747], [-4.39431, 2.79712, -0.22937], [-1.31018, 3.33308, -3.24362], [3.19569, -4.24741, 2.08084], [1.86547, -0.03381, 0.75405], [1.01486, -2.25027, -3.53175], [2.60550, -4.67503, -0.09393], [-1.05740, 0.74057, -0.63381], [3.21907, -3.07834, 2.96919], [0.81719, -3.58249, -3.08036], [-3.29334, 1.08449, -3.47167], [-0.19954, 3.06626, -0.45277], [2.63999, -3.92137, 0.69861], [2.53827, 0.99352, 1.51824], [0.45877, -0.63347, 5.31071], [-1.90876, 0.71890, 5.71640], [-2.75975, 1.77360, 3.66787], [1.30795, -4.36337, -3.59952], [-2.74866, 1.86827, -1.94328], [-3.28500, 0.00662, -3.34599], [-0.17185, -0.17426, 4.57974], [0.35706, 4.72896, 1.34824], [-1.87717, 1.14543, 3.61479], [2.81689, -1.08482, 3.31085], [-0.81243, 5.08468, -1.58890], [-1.41187, 0.89877, 2.44617], [-0.03684, -3.71024, -1.99765], [-0.31138, -5.42947, -1.20485], [-2.05995, 3.52720, -2.42330], [-2.95987, 3.98720, -2.88137], [2.01348, 2.61205, -1.08772], [-1.24588, -2.79769, -0.46011], [1.60998, -2.04236, -4.42266], [1.11716, 3.11230, -2.47791], [-4.95704, 2.74494, -1.84991], [3.98091, -5.72078, 3.26905], [0.26432, -0.01438, 1.08412], [-0.61561, -2.63404, -1.35812], [-1.36206, 4.18003, -1.30115], [-4.39426, 2.20379, -1.14359], [-4.97101, 1.31247, -0.94662], [-1.33294, 0.52716, 4.76168], [0.17635, 3.62896, 1.20865], [2.43398, -1.60233, 1.30902], [3.65315, -5.46641, 2.32896], [-0.54244, -1.39807, -1.92183], [-0.58995, 3.25253, 1.88822], [2.89920, -1.86194, 2.55700], [3.69053, -3.19877, 3.95935], [2.38448, -2.65202, 0.40141], [-2.11871, 4.47993, -0.57768], [0.27012, -1.22762, -2.98335], [1.07440, 3.05258, 1.40860], [1.68806, 4.33821, -1.32293], [2.09441, -2.47820, -0.59330]],
  "multiplicity": 3,
  "lumo_ev": [-5.124, -8.542],
  "homo_energy_ev": [-12.7504, -13.6896],
  "homo_lumo_gap_ha": [0.28028, 0.18918],
  "s2": 2.033,
  "charge": 2
}

***

# 3
{
  "formula": "BrPd2",
  "method": "ωB97M-V/def2-TZVPD",
  "elements": ["Br", "Pd", "Pd"],
  "xyz": [[0.50191, -0.16716, -0.23514], [-0.90717, 0.89903, -2.17968], [0.40526, -0.73187, 2.41482]],
  "multiplicity": 5,
  "lumo_ev": [-16.111, -20.062],
  "homo_energy_ev": [-27.2475, -26.1332],
  "homo_lumo_gap_ha": [0.40925, 0.22312],
  "s2": 6.017,
  "charge": 3
}

***

# 4
{
  "formula": "C4H12S",
  "method": "ωB97M-V/def2-TZVPD",
  "elements": ["H", "C", "H", "C", "H", "H", "H", "C", "S", "H", "H", "H", "H", "H", "H", "H", "C"],
  "xyz": [[2.46973, 0.71538, 0.09149], [1.93704, 1.60497, 0.43247], [1.22757, 0.67354, 2.25449], [1.73430, 1.58857, 1.95051], [1.03362, 2.38743, 2.21675], [-0.87361, -2.79430, -0.36354], [-1.95329, 0.91897, -2.25397], [-1.57349, 0.63294, -1.28141], [-0.75048, -1.57768, 0.17028], [2.63720, 1.75705, 2.53751], [0.28914, -0.37516, -1.63908], [-2.42001, 0.51554, -0.61069], [-1.09692, -1.28656, -2.18571], [2.56911, 2.45029, 0.11935], [0.94669, 1.63367, -0.02967], [-0.95395, 1.47323, -0.97447], [-0.72992, -0.63896, -1.38992]],
  "multiplicity": 1,
  "lumo_ev": 0.861,
  "homo_energy_ev": -9.0413,
  "homo_lumo_gap_ha": 0.36389,
  "smiles": "CCS.CC"
}

***

# 5
{
  "formula": "C19H33BaN4O8Sb",
  "method": "ωB97M-V/def2-TZVPD",
  "elements": ["H", "H", "N", "C", "H", "H", "H", "H", "H", "O", "C", "H", "C", "C", "C", "C", "C", "H", "H", "N", "C", "H", "H", "H", "H", "H", "H", "C", "N", "O", "O", "C", "C", "O", "H", "O", "H", "H", "H", "Ba", "O", "O", "H", "H", "H", "H", "H", "C", "H", "H", "N", "C", "H", "H", "Sb", "H", "C", "H", "C", "H", "H", "O", "C", "C", "C", "C"],
  "xyz": [[-2.56789, -4.52001, -2.82765], [1.84623, 1.22505, 3.36230], [-1.45617, -1.67803, 2.00672], [2.09109, -2.49364, 0.69072], [0.31000, -0.05622, 3.33248], [-2.14810, -1.78638, -5.72992], [3.66160, 1.51500, -0.19055], [2.36863, 2.74972, 2.69519], [-0.58220, -3.45137, 1.41057], [-4.66983, -0.82856, 1.54192], [-2.32711, -3.74531, -2.09718], [2.32121, -0.69952, 3.46126], [2.68160, -1.03278, 2.48578], [3.26005, 0.14973, 1.72535], [0.31133, 2.36755, 2.38994], [-2.55836, -2.39262, -4.91980], [1.03398, -3.01808, -0.30135], [-3.23092, -3.40715, -1.59343], [-2.49129, -2.95095, 0.73675], [1.58810, -1.70392, 1.80917], [2.89700, 2.07495, 0.35370], [-1.60861, -4.12636, -1.37227], [0.21740, 3.03425, 1.53006], [2.75596, -1.85943, 0.10088], [2.68134, -3.34941, 1.06281], [-2.10868, 2.62330, 3.36553], [-1.05616, -3.43522, 3.10334], [-2.04071, 2.10759, 2.39386], [2.29284, 1.15982, 1.32439], [1.07988, -4.21919, -0.60651], [-3.22032, -0.67232, -0.17035], [-3.64721, -1.15012, 0.92156], [0.81900, -2.51108, 2.74216], [-1.86726, 2.74690, 0.12559], [3.51690, -1.72963, 2.70219], [2.18498, 3.80334, -1.12670], [-2.54757, -3.44347, -5.21666], [3.40699, 2.91108, 0.85706], [-0.16949, -4.15435, -4.37195], [-0.81464, 0.38616, -0.42499], [0.22189, -2.15506, -0.73811], [1.16526, 1.80357, -1.23284], [-3.58907, -2.07695, -4.75234], [1.32898, -3.47416, 2.93755], [-0.85993, 0.79242, 4.33736], [-1.65884, -1.41185, 4.09500], [4.06880, 0.57558, 2.35546], [0.24222, -3.28894, -3.84933], [-2.70449, -0.42662, 3.09428], [3.74893, -0.20406, 0.81759], [-0.77054, 1.37151, 2.30285], [-2.73336, -2.23100, 1.51940], [0.13390, 2.99452, 3.28404], [-3.26502, -2.75140, 2.33416], [-1.37984, -2.11964, -3.10906], [0.86221, -2.70924, -4.53326], [1.74507, 1.86332, 2.48488], [-2.87689, 1.40941, 2.32051], [-0.69762, 0.34685, 3.33556], [0.78667, -1.98903, 3.70146], [0.83289, -3.61941, -2.99669], [-2.78428, 4.21010, 1.56956], [-0.59788, -2.82333, 2.30014], [1.98505, 2.64396, -0.75907], [-1.68728, -0.80995, 3.16737], [-2.24677, 3.13925, 1.26293]],
  "multiplicity": 1,
  "lumo_ev": 4.233,
  "homo_energy_ev": -3.3235,
  "homo_lumo_gap_ha": 0.27769,
  "charge": -2
}

***

# 6
{
  "formula": "C3H10N3O",
  "method": "ωB97M-V/def2-TZVPD",
  "elements": ["H", "C", "H", "O", "H", "N", "H", "C", "H", "N", "H", "H", "N", "C", "H", "H", "H"],
  "xyz": [[-1.26804, 3.15350, -0.67169], [-0.54733, -1.55075, 0.25407], [1.06840, -0.21990, 2.46702], [0.72357, 1.77033, -0.03954], [-0.87198, -3.52103, -0.00011], [-0.83428, 2.65346, -1.43362], [2.27643, -0.62742, 1.43584], [0.51932, -1.63555, 1.05433], [0.87967, -2.57404, 1.45341], [-1.31073, -2.62148, -0.14494], [1.07120, 0.42196, 0.91249], [-1.35099, 2.54044, -2.29015], [1.27360, -0.44667, 1.49071], [0.15578, 1.81051, -1.12634], [-0.89126, -0.59065, -0.09513], [-1.66206, -2.54200, -1.08617], [0.41035, 1.09588, -1.91651]],
  "multiplicity": 1,
  "lumo_ev": -2.835,
  "homo_energy_ev": -12.9784,
  "homo_lumo_gap_ha": 0.37277,
  "charge": 1
}

***

ΔE to the lowest compared entry with this formula, charge and spin (computed, kJ/mol): 468.1 145.7 115.4 14.5 70.8 140.2